Record 1
# C32H29I2IrNO4PSe2

A structure of composition C32H29I2IrNO4PSe2 (ωB97M-V/def2-TZVPD, the OMol25 dataset).

The geometry in XYZ format:
```
72
Properties=species:S:1:pos:R:3:forces:R:3
Ir -0.1635 0.1031 -1.6360 -0.77 0.07 0.12
O 4.4367 3.3546 -0.9844 -0.02 -0.03 0.00
C 4.6344 2.6062 -2.1735 -0.05 0.00 -0.02
C 3.4042 1.7054 -2.4141 0.15 0.10 0.07
C 3.7377 0.8881 -3.6581 0.00 0.07 0.05
O 2.6287 0.0763 -3.9943 0.06 -0.02 -0.08
C 3.2545 0.8364 -1.1628 0.00 -0.10 0.04
Se 2.0036 -0.6459 -1.2470 0.36 0.01 0.10
C 2.2128 2.6428 -2.6084 0.07 -0.06 0.03
Se 0.3739 1.9945 -2.7727 0.01 0.20 -0.13
H 5.1742 3.9617 -0.8736 0.00 0.01 0.00
H 5.5285 1.9783 -2.0871 -0.01 -0.03 -0.02
H 4.7640 3.2705 -3.0353 -0.01 0.00 0.01
H 4.6272 0.2808 -3.4507 -0.02 -0.03 -0.02
H 3.9791 1.5742 -4.4781 0.00 -0.01 -0.02
H 2.8634 -0.4995 -4.7303 -0.03 0.00 0.03
H 2.9613 1.4530 -0.3127 -0.03 -0.04 -0.04
H 4.2110 0.3678 -0.9242 0.01 0.02 -0.01
H 2.3695 3.2582 -3.4951 -0.02 -0.04 -0.05
H 2.1710 3.3107 -1.7481 -0.03 0.04 -0.02
I -1.0235 -4.9523 -2.3925 0.01 -0.01 0.03
C -2.3129 -3.3299 -2.5016 -0.09 -0.05 -0.03
C -3.6695 -3.5340 -2.8158 0.05 -0.08 0.00
C -4.5439 -2.4895 -2.9226 -0.01 0.12 0.01
I -6.5378 -2.8876 -3.3836 0.00 0.00 0.00
C -4.0846 -1.1612 -2.7224 -0.08 -0.02 -0.02
C -4.8848 0.0017 -2.8154 0.07 0.01 0.02
C -4.3331 1.2340 -2.6052 -0.05 -0.03 0.00
C -2.9684 1.3339 -2.3003 -0.06 0.13 0.02
N -2.2024 0.2751 -2.2053 0.36 -0.05 0.00
C -2.7244 -0.9729 -2.4057 0.03 -0.10 -0.01
C -1.8144 -2.0658 -2.2809 -0.03 0.04 0.02
O -0.5492 -1.8461 -1.9821 -0.05 -0.01 0.01
H -4.0173 -4.5455 -2.9758 0.01 0.00 0.00
H -5.9348 -0.0968 -3.0552 0.00 -0.01 0.00
H -4.9261 2.1346 -2.6698 0.00 -0.01 -0.01
H -2.5057 2.2989 -2.1351 0.05 -0.04 0.01
O -1.1260 -0.4243 0.1738 0.46 -0.05 0.07
P -0.5206 -0.3930 1.5821 -0.34 -0.06 0.03
C 0.0173 -2.0214 2.0959 -0.04 0.03 0.01
C 0.2425 -2.9971 1.1290 -0.01 -0.05 0.05
C 0.6872 -4.2535 1.5179 -0.02 0.02 -0.01
C 0.8999 -4.5337 2.8590 0.01 -0.04 -0.04
C 0.6608 -3.5650 3.8250 0.00 0.04 0.04
C 0.2178 -2.3092 3.4475 -0.01 0.03 -0.01
C -1.7996 0.1944 2.6913 0.07 -0.06 0.05
C -3.1274 -0.1078 2.3962 -0.01 -0.01 0.00
C -4.1321 0.2957 3.2606 -0.01 -0.01 -0.02
C -3.8142 0.9929 4.4184 0.03 0.01 0.01
C -2.4918 1.2956 4.7139 -0.05 0.00 0.01
C -1.4824 0.8991 3.8511 0.01 0.01 -0.01
C 0.8546 0.7400 1.7829 0.05 0.05 -0.13
C 2.0748 0.3389 2.3177 0.03 0.01 -0.03
C 3.0944 1.2695 2.4834 0.01 -0.05 -0.01
C 2.9016 2.5860 2.0988 -0.02 0.06 0.04
C 1.6869 2.9884 1.5514 -0.02 0.02 0.02
C 0.6622 2.0711 1.4012 -0.01 -0.04 -0.03
H 0.0450 -2.7896 0.0857 0.00 0.03 -0.09
H 0.8521 -5.0143 0.7676 0.00 -0.02 -0.02
H 1.2416 -5.5161 3.1579 0.00 0.00 -0.01
H 0.8112 -3.7926 4.8719 0.00 0.01 0.00
H 0.0182 -1.5591 4.2042 -0.01 0.00 0.00
H -3.3660 -0.6484 1.4890 -0.02 -0.01 0.00
H -5.1641 0.0661 3.0316 0.00 0.00 0.00
H -4.6012 1.3062 5.0916 0.00 0.00 0.00
H -2.2477 1.8454 5.6128 0.00 0.00 0.00
H -0.4530 1.1542 4.0746 -0.01 -0.02 0.00
H 2.2307 -0.6937 2.6031 0.01 0.01 0.01
H 4.0404 0.9605 2.9080 0.00 0.00 0.00
H 3.6992 3.3056 2.2249 0.00 0.01 -0.02
H 1.5387 4.0181 1.2524 0.02 -0.01 0.00
H -0.2901 2.3775 0.9832 0.01 0.02 0.01
```
Positions in Å, forces in eV/Å.

The calculation puts the lowest unoccupied orbital energy (spin up / spin down) at -3.390 / -4.418 eV. The energy above the lowest of the compared OMol25 structures with the same formula, charge and spin is 0.017 eV. The value obtained for the total energy is -7436.32975 hartree. As for the net charge: +1. For the gap between HOMO and LUMO (spin up / spin down), the calculation gives 6.544 / 5.505 eV. The spin multiplicity is 2. The HOMO energy (spin up / spin down) is -9.93 / -9.92 eV.

Record 2
# C32H29IIrN3O

A structure of composition C32H29IIrN3O (ωB97M-V/def2-TZVPD, the OMol25 dataset).

The geometry in XYZ format:
```
67
Properties=species:S:1:pos:R:3:forces:R:3
Ir -0.0588 -0.2971 -0.1057 -0.92 -1.17 -0.93
I 1.8032 1.0410 -1.7326 -1.33 -0.23 0.02
C 0.2581 2.3071 -2.5156 1.62 0.33 -0.86
C 0.6176 2.9580 -3.7029 0.06 -0.94 1.32
C -0.3055 3.7595 -4.3413 -0.97 0.45 -0.04
C -1.5933 3.8200 -3.8499 0.59 -0.07 -0.20
C -1.9661 3.1250 -2.6828 0.62 -0.23 -0.05
C -3.3181 3.0480 -2.3325 -0.72 -0.78 1.33
C -3.7148 2.3139 -1.2067 -0.54 0.80 -2.08
C -2.7889 1.7761 -0.3687 2.77 0.15 0.45
C -1.3592 1.9588 -0.5558 -2.13 -0.51 -0.91
C -0.9748 2.4433 -1.8956 -0.91 -0.11 0.54
H 1.6103 2.8320 -4.1027 0.09 -0.06 -0.10
H -0.0274 4.2996 -5.2315 0.00 0.06 -0.11
H -2.3435 4.4061 -4.3553 -0.14 -0.02 -0.16
H -4.0548 3.4952 -2.9774 -0.13 0.21 -0.04
H -4.7659 2.2031 -0.9923 -0.12 -0.04 0.02
H -3.1352 1.3058 0.5262 -0.04 0.09 0.26
O 1.1849 -2.5954 -0.4117 0.23 -0.05 0.15
C 2.5282 -2.6520 0.0152 0.17 -0.30 -0.04
C 2.7916 -1.6114 1.0692 -0.02 -0.04 0.10
C 3.9424 -1.6875 1.8479 -0.09 0.11 0.00
C 4.2105 -0.6892 2.7681 -0.18 0.03 -0.14
C 3.3122 0.3656 2.8719 0.02 -0.07 -0.08
C 2.1905 0.3578 2.0669 0.35 0.27 0.34
N 1.9217 -0.6131 1.1962 -0.04 0.18 0.02
H 1.1166 -2.8632 -1.3354 -0.06 0.06 0.04
H 3.2197 -2.4662 -0.8160 -0.05 -0.07 0.01
H 2.7488 -3.6453 0.4271 0.07 0.13 -0.08
H 4.6157 -2.5198 1.7181 0.08 -0.12 0.00
H 5.0997 -0.7231 3.3813 0.03 -0.03 0.01
H 3.4714 1.1869 3.5515 0.04 0.06 0.09
H 1.4768 1.1653 2.1111 0.03 0.05 0.05
C -0.7588 -1.3852 2.7806 0.25 -0.18 0.21
N -1.4898 -0.5210 1.8468 0.53 -0.16 -1.39
C -2.7673 -1.1816 1.5505 -0.31 -0.19 -0.13
C -1.7261 0.8139 2.4532 -0.10 0.34 -0.08
C -0.8135 1.9325 1.9854 0.21 -0.01 -0.68
C -0.1606 2.6163 3.0052 0.21 0.27 0.09
C 0.7491 3.6375 2.7790 -0.07 0.02 -0.37
C 1.0379 3.9917 1.4651 0.10 -0.01 0.75
C 0.3964 3.3595 0.4340 -0.85 -0.59 -0.23
C -0.5732 2.3332 0.6222 1.03 0.44 1.53
H -1.4037 -1.6832 3.6163 0.02 0.11 -0.01
H 0.1143 -0.8692 3.1747 -0.01 0.00 -0.03
H -0.4312 -2.2829 2.2581 0.01 0.00 0.00
H -3.4188 -1.1798 2.4321 0.08 0.00 0.02
H -2.5843 -2.2117 1.2520 0.01 0.07 0.03
H -3.2805 -0.6902 0.7278 0.04 0.00 -0.05
H -1.6071 0.7226 3.5393 -0.05 -0.02 -0.15
H -2.7698 1.0958 2.3015 0.05 -0.11 0.00
H -0.3580 2.3362 4.0307 -0.07 -0.10 0.07
H 1.2127 4.1557 3.6024 0.05 0.02 0.13
H 1.7329 4.7892 1.2533 0.09 0.07 -0.03
H 0.5619 3.7243 -0.5668 0.06 0.02 -0.03
N -6.0844 -3.4943 -2.7261 -0.47 -0.21 -0.17
C -5.0206 -3.1012 -2.5674 -0.41 -0.10 -0.05
C -3.7334 -2.5925 -2.2833 0.69 0.22 0.28
C -3.3574 -1.3239 -2.7215 0.20 -0.20 -0.17
C -2.1349 -0.7993 -2.3383 -0.03 -0.24 -0.15
C -1.3016 -1.4907 -1.4551 0.17 2.01 1.61
C -1.6564 -2.7972 -1.1003 0.44 0.19 -0.02
C -2.8550 -3.3488 -1.5071 -0.05 0.10 -0.38
H -4.0187 -0.7517 -3.3550 -0.10 0.01 -0.05
H -1.8532 0.1686 -2.7321 -0.01 0.09 0.21
H -0.9987 -3.3962 -0.4864 -0.03 0.05 0.24
H -3.1218 -4.3537 -1.2172 -0.06 -0.08 0.05
```
Positions in Å, forces in eV/Å.

The calculation puts the lowest unoccupied orbital energy (spin up / spin down) at -3.651 / -3.756 eV. The energy above the lowest of the compared OMol25 structures with the same formula, charge and spin is 3.795 eV. The value obtained for the total energy is -1877.99501 hartree. As for the net charge: +1. For the gap between HOMO and LUMO (spin up / spin down), the calculation gives 6.369 / 6.560 eV. The spin multiplicity is 2. The HOMO energy (spin up / spin down) is -10.02 / -10.32 eV.

Record 3
# C32H29MnN5OS2Si

A structure of composition C32H29MnN5OS2Si (ωB97M-V/def2-TZVPD, the OMol25 dataset).

The geometry in XYZ format:
```
71
Properties=species:S:1:pos:R:3:forces:R:3
Mn -0.4717 0.3416 -0.0050 0.25 0.49 -0.42
S 0.9098 3.0020 3.2726 0.12 0.10 0.00
C 1.1722 1.4896 4.0037 0.05 -0.05 -0.02
C 0.6287 0.4813 3.2759 0.13 -0.11 -0.17
C -0.0700 0.9202 2.0896 -0.42 0.09 0.64
C 0.0364 2.3107 1.9928 -0.11 -0.21 -0.20
C -0.3626 3.1074 0.8277 -0.01 0.02 0.08
C -0.4150 4.4935 0.8212 -0.07 0.01 0.03
C -0.8035 5.1433 -0.3372 0.01 0.03 0.01
C -1.1311 4.3926 -1.4555 -0.02 -0.01 -0.03
C -1.0362 3.0162 -1.3816 -0.05 0.02 0.07
N -0.6494 2.3843 -0.2683 0.27 -0.09 -0.21
H 1.7190 1.4180 4.9308 -0.01 0.00 0.00
H 0.7199 -0.5516 3.5873 -0.14 0.03 0.03
H -0.1614 5.0563 1.7096 -0.02 -0.01 0.01
H -0.8513 6.2238 -0.3644 -0.01 -0.01 0.00
H -1.4492 4.8624 -2.3751 0.01 0.00 0.00
H -1.2728 2.3819 -2.2223 0.02 -0.02 -0.02
S 5.8221 -0.9642 -1.2875 -0.13 -0.11 0.07
C 4.1355 -0.5761 -0.8688 0.12 -0.03 -0.03
C 3.5118 -1.1860 0.2142 0.04 0.04 0.10
C 2.1952 -0.8806 0.4913 0.02 0.06 0.04
N 1.4824 -0.0191 -0.2467 0.00 0.12 -0.38
C 2.0908 0.5871 -1.2820 0.15 -0.03 0.03
C 3.4068 0.3460 -1.6135 -0.12 -0.01 -0.04
C 5.4602 -1.7359 -2.8625 0.05 0.14 -0.06
C 4.9835 -3.0370 -2.9129 -0.01 -0.02 0.01
C 4.6884 -3.5752 -4.1575 -0.01 0.01 -0.02
N 4.8449 -2.9136 -5.3019 0.02 0.02 0.06
C 5.3379 -1.6808 -5.2376 -0.01 -0.01 -0.04
C 5.6609 -1.0431 -4.0452 0.01 -0.02 -0.01
H 4.0460 -1.8945 0.8316 -0.01 -0.02 -0.01
H 1.6824 -1.3367 1.3277 0.00 -0.03 -0.01
H 1.4897 1.2843 -1.8495 -0.01 -0.01 0.00
H 3.8593 0.8600 -2.4499 -0.01 0.00 -0.01
H 4.8585 -3.6241 -2.0126 0.00 0.01 0.00
H 4.3145 -4.5897 -4.2371 0.00 0.00 0.00
H 5.4842 -1.1715 -6.1833 -0.01 0.00 0.00
H 6.0656 -0.0400 -4.0457 0.00 0.00 0.00
C -5.0344 1.7187 -0.4104 0.01 -0.02 0.01
C -4.4548 2.2796 0.7257 0.00 0.02 0.00
C -3.3820 1.6540 1.3288 -0.02 0.04 -0.17
C -2.8742 0.4438 0.8167 0.02 0.27 0.21
C -3.4883 -0.1152 -0.3091 0.06 -0.11 -0.01
C -4.5549 0.5243 -0.9255 -0.02 0.02 0.01
Si -1.5120 -0.3823 1.7775 -0.12 0.12 0.15
C -1.9333 -1.3625 3.2501 0.08 -0.29 -0.06
C -2.5299 -0.7240 4.3432 0.03 0.03 -0.01
C -2.9158 -1.4605 5.4479 -0.02 -0.03 0.04
C -2.7151 -2.8369 5.4718 -0.01 0.03 0.01
C -2.1280 -3.4805 4.3932 0.00 0.02 -0.03
C -1.7392 -2.7460 3.2817 0.04 -0.02 0.03
H -5.8743 2.2107 -0.8833 0.00 0.00 0.00
H -4.8460 3.2009 1.1367 -0.01 -0.01 -0.01
H -2.9358 2.1116 2.2056 0.03 -0.02 0.01
H -3.1451 -1.0660 -0.7045 0.01 0.02 0.03
H -5.0252 0.0800 -1.7925 0.01 0.00 0.00
H -0.8047 -1.2347 0.5966 -0.16 -0.32 0.29
H -2.6897 0.3495 4.3415 -0.01 -0.01 -0.01
H -3.3767 -0.9661 6.2922 0.00 0.00 0.00
H -3.0217 -3.4079 6.3380 0.00 0.00 0.00
H -1.9778 -4.5513 4.4140 0.00 0.00 0.00
H -1.2834 -3.2606 2.4424 -0.01 0.02 0.00
N -1.5269 -0.8043 -3.8926 -0.02 -0.01 -0.01
C -0.9378 -0.9062 -2.6964 0.10 0.07 0.09
N -0.4721 -2.1053 -2.3106 -0.03 -0.03 -0.02
O -0.8385 0.1143 -1.9651 -0.10 -0.13 -0.03
H -1.5928 -1.5737 -4.5360 0.01 0.01 0.00
H -1.8895 0.0896 -4.1732 -0.01 0.01 -0.01
H -0.4936 -2.9080 -2.9159 -0.01 0.00 0.00
H 0.0607 -2.1674 -1.4614 0.02 0.02 0.01
```
Positions in Å, forces in eV/Å.

The calculation puts the lowest unoccupied orbital energy (spin up / spin down) at -5.969 / -6.082 eV. The energy above the lowest of the compared OMol25 structures with the same formula, charge and spin is 0.000 eV. The value obtained for the total energy is -3822.25528 hartree. As for the net charge: +2. For the gap between HOMO and LUMO (spin up / spin down), the calculation gives 7.875 / 7.776 eV. The spin multiplicity is 2. The HOMO energy (spin up / spin down) is -13.84 / -13.86 eV.

Record 4
# C32H29N2O4RhS2

A structure of composition C32H29N2O4RhS2 (ωB97M-V/def2-TZVPD, the OMol25 dataset).

The geometry in XYZ format:
```
70
Properties=species:S:1:pos:R:3:forces:R:3
Rh -0.8275 0.5460 0.2990 0.56 0.12 -0.78
O 0.7112 -1.0236 -0.4748 0.02 0.05 -0.13
N 0.5534 -1.6859 -1.4889 -0.22 0.19 0.08
N -0.6108 -1.3555 -2.1542 0.03 0.07 -0.01
O -1.3880 -0.4860 -1.7073 0.08 -0.21 0.13
C -0.8800 -2.0480 -3.3549 0.10 -0.05 0.01
C 0.0629 -2.9462 -3.8753 -0.01 0.03 0.05
C -0.2362 -3.5922 -5.0564 -0.05 0.01 -0.03
C -1.4446 -3.3478 -5.7046 0.00 0.02 0.03
C -2.3703 -2.4510 -5.1725 0.03 -0.06 -0.06
C -2.0963 -1.7951 -3.9927 0.02 0.06 0.06
H 1.0004 -3.1277 -3.3726 -0.02 0.02 0.02
H 0.4738 -4.2901 -5.4770 0.00 0.00 0.00
H -1.6683 -3.8622 -6.6295 0.00 0.01 0.00
H -3.3067 -2.2713 -5.6815 0.00 0.00 0.00
H -2.7986 -1.1005 -3.5569 -0.02 0.01 -0.01
O -2.6931 0.0381 0.9031 -0.25 0.12 -0.15
S -2.4325 -0.7904 2.1918 -0.31 -0.34 0.54
C -3.9319 -1.6897 2.4285 0.06 -0.03 0.03
C -5.1510 -1.1311 2.0687 0.01 0.07 -0.03
C -6.2985 -1.8625 2.3111 -0.03 -0.09 0.04
C -6.2143 -3.1194 2.9067 0.01 0.03 -0.01
C -4.9856 -3.6606 3.2554 0.00 0.04 -0.02
C -3.8226 -2.9438 3.0096 -0.01 -0.05 0.01
C -2.4110 0.3966 3.4997 0.03 -0.03 0.03
C -1.6034 0.0954 4.5884 0.00 0.04 0.03
C -1.5795 0.9768 5.6602 -0.01 0.00 -0.02
C -2.3401 2.1365 5.6158 -0.01 0.00 -0.02
C -3.1319 2.4281 4.5083 0.02 0.01 0.04
C -3.1787 1.5537 3.4375 -0.03 -0.04 -0.03
H -5.1961 -0.1577 1.5981 -0.02 -0.02 0.00
H -7.2631 -1.4571 2.0387 0.00 0.01 0.00
H -7.1183 -3.6828 3.0945 0.00 0.01 0.00
H -4.9285 -4.6398 3.7096 0.00 0.00 0.00
H -2.8542 -3.3565 3.2656 -0.01 0.00 0.00
H -1.0114 -0.8123 4.6054 0.00 0.01 0.00
H -0.9667 0.7600 6.5241 0.00 0.00 0.00
H -2.3170 2.8235 6.4509 0.00 0.00 0.00
H -3.7194 3.3358 4.4870 0.00 0.00 0.00
H -3.7939 1.7625 2.5716 0.01 0.01 0.01
O 0.5342 2.0465 0.1799 -0.06 -0.01 0.24
S 1.9905 2.5067 0.4136 0.20 0.06 -0.12
C 2.9626 1.0092 0.6742 -0.04 0.02 0.08
C 4.4029 1.3874 0.9067 -0.02 0.05 0.03
C 5.4056 0.8289 0.1219 -0.01 -0.04 -0.05
C 6.7324 1.1736 0.3332 0.01 -0.01 -0.01
C 7.0642 2.0872 1.3228 0.02 -0.01 -0.01
C 6.0694 2.6432 2.1133 -0.07 0.01 0.02
C 4.7423 2.2917 1.9108 0.05 0.02 0.03
C 2.5394 3.0132 -1.2470 -0.04 -0.05 0.03
C 2.1561 2.0467 -2.3257 0.01 0.03 0.01
C 3.0727 1.1194 -2.8115 0.06 0.00 -0.03
C 2.7211 0.2536 -3.8384 0.01 0.01 0.01
C 1.4491 0.3138 -4.3920 0.02 -0.04 0.01
C 0.5283 1.2344 -3.9111 -0.03 0.07 0.07
C 0.8799 2.0963 -2.8805 -0.11 -0.04 -0.04
H 2.8240 0.3554 -0.1860 0.02 -0.01 -0.01
H 2.5087 0.5501 1.5571 0.00 -0.01 -0.03
H 5.1527 0.1000 -0.6395 0.00 0.01 0.01
H 7.5086 0.7255 -0.2724 -0.01 0.00 0.00
H 8.0987 2.3588 1.4833 -0.01 0.00 0.00
H 6.3257 3.3462 2.8943 0.00 0.00 0.00
H 3.9761 2.7190 2.5484 0.00 -0.01 -0.01
H 3.6164 3.1634 -1.1527 0.02 -0.05 0.02
H 2.0768 3.9908 -1.3813 -0.03 0.01 -0.01
H 4.0820 1.1101 -2.4178 -0.01 -0.02 0.00
H 3.4523 -0.4417 -4.2299 0.00 0.00 0.01
H 1.1848 -0.3362 -5.2166 0.01 0.00 0.00
H -0.4568 1.3052 -4.3561 0.02 0.00 0.00
H 0.1678 2.8351 -2.5312 0.02 0.00 -0.01
```
Positions in Å, forces in eV/Å.

The calculation puts the lowest unoccupied orbital energy (spin up / spin down) at -6.355 / -8.382 eV. The value obtained for the total energy is -2553.44009 hartree. As for the net charge: +2. For the gap between HOMO and LUMO (spin up / spin down), the calculation gives 7.550 / 5.523 eV. The spin multiplicity is 5. The HOMO energy (spin up / spin down) is -13.91 / -13.90 eV.

Max |F| list, top to bottom, in eV/A: 0.78, 2.81, 0.77, 0.96